Computed, not measured: a cluster of 12 separate species, C24H53Cl2F15N5O12 in total, with ωB97M-V/def2-TZVPD.

CARTESIAN COORDINATES (ANGSTROEM)
N  -3.675  -1.690  1.984
H  -4.470  -1.104  2.195
H  -2.887  -1.196  1.590
H  -3.948  -2.528  1.491
H  -3.322  -1.887  2.909
N  -4.463  1.887  1.670
H  -5.088  1.477  0.990
H  -4.734  1.489  2.557
H  -4.536  2.879  1.847
H  -3.519  1.610  1.445
N  -3.024  -3.161  -1.304
H  -2.722  -3.107  -2.267
H  -2.271  -2.821  -0.723
H  -3.030  -4.147  -1.089
H  -3.924  -2.738  -1.127
N  -0.942  0.424  3.815
H  0.050  0.392  3.627
H  -1.064  1.031  4.613
H  -1.432  -0.437  4.011
H  -1.368  0.754  2.960
N  -1.247  -3.591  3.208
H  -0.293  -3.644  3.538
H  -1.685  -2.892  3.791
H  -1.752  -4.459  3.108
H  -1.100  -3.322  2.245
O  -2.069  0.603  1.221
C  -1.012  0.203  0.360
C  -0.403  -1.296  0.506
O  -1.205  -2.456  0.693
H  -0.214  0.942  0.427
H  -1.308  0.315  -0.683
H  0.277  -1.323  1.358
H  0.250  -1.423  -0.357
C  1.871  2.949  -1.320
C  0.610  2.725  -2.200
O  0.767  3.594  -3.288
C  1.651  3.178  -4.282
O  2.075  2.026  -4.405
C  2.000  4.324  -5.288
F  1.417  4.127  -6.501
F  1.619  5.511  -4.751
F  3.331  4.268  -5.430
H  2.662  2.316  -1.722
H  1.696  2.548  -0.321
H  2.345  3.928  -1.241
H  -0.283  2.940  -1.613
H  0.538  1.697  -2.556
C  6.824  2.237  0.396
C  6.790  0.725  0.486
O  5.441  0.230  0.595
C  5.205  -1.055  0.627
O  6.100  -1.890  0.585
C  3.751  -1.511  0.596
F  3.474  -1.988  -0.559
F  3.687  -2.498  1.513
F  2.856  -0.537  0.840
H  7.868  2.520  0.261
H  6.369  2.670  1.287
H  6.327  2.674  -0.471
H  7.317  0.402  1.384
H  7.347  0.228  -0.309
C  -2.627  6.808  4.585
C  -2.602  6.778  3.057
O  -1.490  6.093  2.539
C  -1.547  4.715  2.348
O  -2.608  4.071  2.480
C  -0.273  3.989  1.927
F  0.860  4.703  2.193
F  -0.145  2.821  2.659
F  -0.290  3.813  0.631
H  -1.646  7.150  4.915
H  -2.665  5.768  4.908
H  -3.371  7.467  5.033
H  -2.503  7.788  2.657
H  -3.500  6.313  2.649
C  1.838  -1.257  -3.340
C  0.350  -1.326  -3.415
O  0.087  -2.265  -4.437
C  -1.162  -2.707  -4.685
O  -2.119  -2.425  -3.910
C  -1.227  -3.560  -5.936
F  -1.781  -4.713  -5.674
F  -2.025  -2.859  -6.845
F  -0.048  -3.693  -6.522
H  2.091  -0.405  -2.710
H  2.458  -1.130  -4.228
H  2.311  -2.099  -2.834
H  0.010  -0.309  -3.609
H  0.014  -1.663  -2.434
C  0.885  -5.790  -0.391
C  0.918  -5.039  0.950
O  1.818  -5.680  1.880
C  1.997  -5.212  3.113
O  1.411  -4.228  3.537
C  2.958  -6.069  3.928
F  4.199  -5.997  3.471
F  2.920  -5.693  5.206
F  2.645  -7.341  3.859
H  1.821  -5.678  -0.939
H  0.123  -5.462  -1.099
H  0.575  -6.822  -0.229
H  -0.077  -5.106  1.390
H  1.034  -3.956  0.895
Cl  -2.625  1.242  -4.294
C  -3.910  1.875  -3.227
C  -3.342  2.319  -1.851
Cl  -4.578  3.486  -1.241
H  -4.722  1.175  -3.029
H  -4.376  2.726  -3.724
H  -2.357  2.767  -1.985
H  -3.235  1.495  -1.145

Atoms 1-3, force components in eV/Å:
-0.3 -0.1 1.5
-0.6 0.4 -0.6
0.7 1.3 -1.5

Properties
E_tot in a.u.: -4539.709532
⟨S²⟩: 0.758
E_HOMO (alpha / beta) in eV: -18.154 / -18.144
Net charge: +4
Multiplicity: 2
Strongest force on any atom in eV Å⁻¹: 5.5

Computed, not measured: a structure of composition C23H36AsFN4O3Tc, with ωB97M-V/def2-TZVPD.

CARTESIAN COORDINATES (ANGSTROEM)
Tc  -0.258  0.186  0.524
C  4.648  3.323  -4.761
C  3.515  4.025  -4.016
N  3.031  3.256  -2.882
C  1.909  2.520  -3.061
C  1.311  1.798  -2.067
C  -0.050  1.167  -2.285
O  -0.809  1.676  -3.087
O  -0.331  0.171  -1.530
C  1.861  1.822  -0.756
O  1.240  1.317  0.243
C  3.088  2.551  -0.577
C  3.728  2.551  0.664
C  4.895  3.251  0.846
F  5.505  3.133  2.045
C  5.449  4.046  -0.165
C  4.817  4.021  -1.413
C  3.661  3.276  -1.652
N  6.541  4.896  0.055
C  7.705  4.833  -0.802
C  8.365  6.211  -0.854
N  8.748  6.621  0.523
C  7.556  6.629  1.413
C  6.907  5.248  1.411
H  5.024  3.977  -5.542
H  4.288  2.409  -5.223
H  5.468  3.070  -4.094
H  2.669  4.169  -4.691
H  3.828  5.014  -3.673
H  1.455  2.536  -4.041
H  3.327  1.982  1.488
H  5.232  4.630  -2.197
H  7.411  4.535  -1.808
H  8.438  4.094  -0.433
H  7.663  6.949  -1.241
H  9.253  6.188  -1.486
H  9.191  7.547  0.516
H  9.435  5.954  0.897
H  6.856  7.377  1.040
H  7.854  6.890  2.429
H  6.009  5.306  2.025
H  7.589  4.514  1.868
C  -1.267  3.580  -0.233
As  -1.814  2.072  0.878
C  -3.691  1.912  0.386
C  -1.848  2.904  2.656
H  -1.841  4.467  0.046
H  -1.455  3.352  -1.285
H  -0.203  3.789  -0.104
H  -4.178  2.886  0.496
H  -4.208  1.178  1.004
H  -3.757  1.597  -0.658
H  -2.430  3.830  2.630
H  -0.826  3.131  2.968
H  -2.289  2.225  3.386
C  -0.993  -1.446  3.838
C  -1.628  -1.808  2.482
C  -3.124  -1.443  2.498
C  -1.448  -3.306  2.183
N  -0.997  -1.039  1.514
H  -1.498  -1.981  4.636
H  -1.080  -0.372  3.998
H  0.060  -1.712  3.836
H  -3.630  -2.024  3.261
H  -3.575  -1.656  1.532
H  -3.231  -0.379  2.715
H  -1.921  -3.894  2.964
H  -0.391  -3.552  2.145
H  -1.902  -3.557  1.229

Atoms 1-3, force components in eV/Å:
-3.0 -5.0 1.1
-0.2 0.1 0.1
0.5 0.3 -0.7

Properties
E_tot in a.u.: -3758.650194
⟨S²⟩: 0.785
Energy above the lowest of the compared OMol25 structures with the same formula, charge and spin in kJ/mol: 183.2
E_HOMO (alpha / beta) in eV: -12.080 / -11.757
Net charge: +2
Multiplicity: 2
Strongest force on any atom in eV Å⁻¹: 5.9

Computed, not measured: an isolated molecule of C21H25F2N3O2, with ωB97M-V/def2-TZVPD.

CARTESIAN COORDINATES (ANGSTROEM)
C  -7.082  -2.212  -1.131
C  -7.418  -1.120  -0.119
O  -6.794  0.111  -0.418
C  -5.466  0.281  -0.160
C  -4.643  -0.621  0.504
C  -3.313  -0.312  0.724
C  -2.774  0.893  0.290
C  -3.597  1.798  -0.376
C  -4.921  1.491  -0.595
H  -5.568  2.185  -1.107
H  -3.189  2.734  -0.719
N  -1.424  1.145  0.550
C  -0.650  2.185  0.160
O  -1.007  3.141  -0.492
C  0.780  2.046  0.687
N  1.157  0.655  0.851
C  2.305  0.478  1.725
C  2.550  -1.021  1.941
N  2.716  -1.777  0.720
C  1.661  -1.478  -0.223
C  1.421  0.021  -0.434
H  0.553  0.161  -1.082
H  2.291  0.488  -0.927
H  1.881  -1.956  -1.177
H  0.739  -1.916  0.179
C  4.056  -1.938  0.203
C  4.733  -0.703  -0.357
C  5.494  0.150  0.434
C  6.080  1.307  -0.048
C  5.915  1.638  -1.381
C  5.187  0.809  -2.217
C  4.618  -0.338  -1.695
F  3.925  -1.142  -2.528
H  5.054  1.037  -3.262
H  6.361  2.539  -1.771
H  6.655  1.927  0.621
F  5.678  -0.164  1.734
H  4.670  -2.331  1.019
H  4.006  -2.695  -0.586
H  3.424  -1.164  2.578
H  1.674  -1.434  2.455
H  2.087  0.945  2.688
H  3.203  0.962  1.305
H  0.808  2.536  1.666
H  1.454  2.602  0.016
H  -0.918  0.423  1.055
H  -2.684  -1.023  1.243
H  -5.018  -1.567  0.863
H  -8.488  -0.897  -0.158
H  -7.173  -1.443  0.901
H  -7.365  -1.887  -2.129
H  -6.016  -2.427  -1.131
H  -7.627  -3.120  -0.887

Atoms 1-3, force components in eV/Å:
0.0 0.4 0.2
-0.1 -0.4 0.0
0.1 0.2 -0.1

Properties
Structure (SMILES): CCOc1ccc(NC(=O)CN2CCN(Cc3c(F)cccc3F)CC2)cc1
E_tot in a.u.: -1329.707123
Energy above the lowest of the compared OMol25 structures with the same formula, charge and spin in kJ/mol: 22.0
E_HOMO in eV: -7.754
Net charge: 0
Multiplicity: 1
Strongest force on any atom in eV Å⁻¹: 0.5

Computed, not measured: a structure of composition C24H30BLiO18, with ωB97M-V/def2-TZVPD.

CARTESIAN COORDINATES (ANGSTROEM)
Li  -1.327  0.324  -0.123
O  5.490  7.635  -1.747
C  4.673  6.948  -2.394
O  3.440  6.842  -2.208
B  2.756  6.066  -3.262
O  3.893  5.712  -4.161
C  5.024  6.296  -3.756
O  6.122  6.263  -4.363
O  1.626  6.819  -3.882
C  0.532  6.159  -3.736
O  -0.579  6.576  -4.139
C  0.804  4.929  -2.904
O  2.076  4.888  -2.644
O  -0.047  4.127  -2.447
O  -4.940  0.931  2.006
C  -6.034  0.498  2.329
O  -7.014  0.491  1.438
C  -8.227  0.088  2.098
C  -7.936  0.035  3.564
C  -6.458  0.059  3.717
H  -8.531  -0.883  1.709
H  -8.995  0.859  2.023
H  -8.437  -0.741  4.144
H  -8.383  0.958  3.934
H  -6.022  -0.928  3.871
H  -6.086  0.693  4.521
O  1.517  1.957  2.416
C  2.609  2.381  2.749
O  3.491  1.600  3.417
C  4.639  2.244  3.844
C  4.508  3.584  3.110
C  3.040  3.809  2.647
H  5.513  1.694  3.495
H  4.525  2.397  4.917
H  5.143  3.660  2.227
H  4.828  4.385  3.777
H  3.010  4.266  1.658
H  2.508  4.360  3.423
O  -4.182  -1.733  -2.728
C  -5.227  -2.333  -2.994
O  -5.863  -3.077  -2.126
C  -6.735  -3.982  -2.730
C  -6.602  -3.875  -4.209
C  -5.875  -2.512  -4.336
H  -7.773  -3.827  -2.433
H  -6.459  -5.012  -2.504
H  -7.590  -3.987  -4.655
H  -5.912  -4.577  -4.677
H  -6.668  -1.768  -4.410
H  -5.089  -2.370  -5.078
O  2.456  -0.696  -1.593
C  3.647  -1.072  -1.648
O  4.035  -2.061  -0.779
C  5.443  -2.174  -0.742
C  5.872  -1.533  -2.022
C  4.842  -0.499  -2.390
H  5.718  -3.227  -0.686
H  5.946  -1.679  0.089
H  5.926  -2.150  -2.919
H  6.867  -1.098  -1.934
H  4.638  -0.378  -3.453
H  4.942  0.442  -1.849
O  0.028  -3.393  1.783
C  0.793  -4.274  2.187
O  0.756  -5.477  1.537
C  1.581  -6.440  2.153
C  2.564  -5.572  2.846
C  1.873  -4.267  3.219
H  2.068  -7.125  1.459
H  0.978  -7.059  2.818
H  3.507  -5.442  2.315
H  2.904  -5.971  3.801
H  2.460  -3.348  3.243
H  1.384  -4.436  4.179

Atoms 1-3, force components in eV/Å:
0.2 0.1 0.0
-2.2 -2.1 -1.2
5.6 3.2 0.1

Properties
E_tot in a.u.: -2319.389135
Energy above the lowest of the compared OMol25 structures with the same formula, charge and spin in kJ/mol: 693.6
E_HOMO in eV: -8.604
Net charge: 0
Multiplicity: 1
Strongest force on any atom in eV Å⁻¹: 6.4

Computed, not measured: an isolated molecule of C4H11NO3, with ωB97M-V/def2-TZVPD.

CARTESIAN COORDINATES (ANGSTROEM)
C  -0.705  0.017  -0.617
C  0.378  -0.279  0.639
C  1.575  -0.781  -0.113
C  -2.070  0.314  -0.003
N  0.687  0.886  1.394
O  -0.778  -1.075  -1.491
O  -0.323  1.182  -1.316
O  2.609  -1.129  0.913
H  -1.498  -0.931  -2.122
H  0.429  0.964  -1.879
H  2.708  -0.350  1.478
H  -0.039  -1.062  1.273
H  -0.044  1.147  2.042
H  0.898  1.677  0.794
H  2.000  -0.019  -0.779
H  1.392  -1.725  -0.620
H  -2.009  1.173  0.658
H  -2.784  0.545  -0.795
H  -2.426  -0.555  0.545

Atoms 1-3, force components in eV/Å:
-0.3 0.3 2.0
-1.7 -0.1 -3.3
2.2 -0.8 2.6

Properties
Structure (SMILES): CC(O)(O)[C@H](N)CO
E_tot in a.u.: -439.472211
Energy above the lowest of the compared OMol25 structures with the same formula, charge and spin in kJ/mol: 141.0
E_HOMO in eV: -9.216
Net charge: 0
Multiplicity: 1
Strongest force on any atom in eV Å⁻¹: 3.7

Computed, not measured: a cluster of 2 separate species, C12H24BrNO3 in total, with ωB97M-V/def2-TZVPD.

CARTESIAN COORDINATES (ANGSTROEM)
C  -2.263  -3.204  1.240
C  -1.232  -4.230  1.738
C  0.061  -3.663  2.351
C  -0.050  -2.325  3.045
O  -0.083  -2.570  4.467
C  0.579  -1.517  5.010
O  0.253  -0.816  5.928
O  1.729  -1.391  4.235
C  1.240  -1.442  2.932
Br  0.661  0.401  2.473
H  -2.616  -3.518  0.270
H  -1.868  -2.211  1.108
H  -3.129  -3.209  1.881
H  -1.694  -4.914  2.427
H  -0.937  -4.827  0.890
H  0.851  -3.661  1.617
H  0.386  -4.351  3.115
H  -0.888  -1.702  2.792
H  1.969  -1.759  2.218
C  -2.008  1.684  -2.863
C  -0.927  1.937  -1.824
N  0.391  1.508  -2.249
C  1.364  1.501  -1.171
C  1.742  2.837  -0.521
C  0.849  2.052  -3.515
C  0.939  3.578  -3.657
H  -2.033  0.633  -3.153
H  -2.982  1.946  -2.449
H  -1.865  2.287  -3.760
H  -1.184  1.372  -0.924
H  -0.953  3.001  -1.540
H  2.275  1.013  -1.529
H  0.974  0.845  -0.387
H  2.401  3.428  -1.155
H  2.280  2.650  0.411
H  0.866  3.439  -0.275
H  0.189  1.676  -4.301
H  1.824  1.612  -3.742
H  0.067  4.083  -3.240
H  0.995  3.845  -4.714
H  1.830  3.983  -3.179

Atoms 1-3, force components in eV/Å:
0.1 -0.8 -0.2
0.2 0.6 -0.4
-0.6 -0.1 0.0

Properties
Structure (SMILES): CCC[C@H]1OC(=O)O[C@@H]1Br.CCN(CC)CC
E_tot in a.u.: -3326.087348
E_HOMO in eV: -8.137
Net charge: 0
Multiplicity: 1
Strongest force on any atom in eV Å⁻¹: 2.2

The lowest E_tot belongs to which entry?
C24H53Cl2F15N5O12

What is the formula in the sixth record?
C12H24BrNO3

What is the strongest force on any atom in the first record?
5.5 eV Å⁻¹